No. 1
ORCA calculation (the ωB97M-V functional and the def2-TZVPD basis) on 22 unconnected molecules or ions with the total composition C23H90N10O31 in a non-equilibrium geometry.

Its multiplicity is 1. The strongest force on any atom is 8.6 eV Å⁻¹. The value obtained for the orbital gap is 9.06 eV. Its LUMO energy is -0.32 eV.

```
154
Properties=species:S:1:pos:R:3:lowdin_charge:R:1
C 1.691 1.748 -5.730 -0.819
O 1.315 2.870 -5.570 0.077
N 0.969 0.695 -5.756 0.187
N 2.943 1.461 -5.916 0.187
H 1.396 -0.208 -5.603 0.106
H -0.037 0.673 -5.671 0.106
H 3.526 2.181 -5.514 0.113
H 3.217 0.493 -5.997 0.116
C -3.074 2.386 3.751 -0.852
O -3.942 2.906 4.346 0.074
N -2.925 1.087 3.582 0.185
N -2.110 3.042 3.207 0.179
H -2.060 0.791 3.152 0.068
H -3.621 0.499 4.017 0.103
H -1.336 2.580 2.751 0.069
H -2.213 4.044 3.133 0.121
C -0.077 -1.896 4.413 -0.732
O -0.326 -1.758 3.198 -0.004
N 1.070 -1.892 5.011 0.190
N -1.005 -2.002 5.310 0.184
H 1.791 -1.627 4.356 0.119
H 0.955 -1.620 5.977 0.123
H -1.971 -1.775 5.118 0.078
H -0.714 -2.226 6.250 0.119
C 2.597 3.972 4.153 -0.804
O 3.534 3.538 3.511 0.030
N 2.605 4.989 4.951 0.173
N 1.520 3.312 4.317 0.186
H 3.429 5.566 5.042 0.127
H 1.769 5.283 5.436 0.115
H 1.295 2.459 3.826 0.119
H 0.858 3.742 4.947 0.116
C -1.374 -5.378 -0.306 -0.836
O -1.842 -4.651 -1.116 0.055
N -2.020 -6.103 0.477 0.211
N -0.112 -5.379 -0.043 0.224
H -1.711 -6.317 1.415 0.106
H -3.012 -6.181 0.305 0.136
H 0.463 -4.664 -0.464 0.092
H 0.213 -5.994 0.689 0.101
C -3.585 -2.185 2.947 -0.218
C -3.312 -3.606 2.539 -0.223
O -4.358 -4.519 2.977 -0.067
O -3.604 -2.019 4.378 -0.088
H -4.610 -2.019 2.612 0.128
H -2.833 -1.587 2.432 0.104
H -2.446 -3.999 3.072 0.108
H -3.055 -3.670 1.481 0.099
H -5.097 -4.584 2.367 0.082
H -4.381 -2.483 4.698 0.101
C 0.005 0.872 0.522 -0.145
C -0.569 -0.428 -0.070 -0.181
O 0.070 -1.643 0.364 -0.084
O -0.462 0.974 1.905 -0.112
H -0.495 1.672 -0.025 0.090
H 1.048 1.141 0.353 0.119
H -0.478 -0.366 -1.154 0.113
H -1.627 -0.503 0.182 0.116
H -0.202 -1.839 1.264 0.037
H 0.085 0.451 2.495 0.068
C -4.742 -2.032 -1.070 -0.225
C -3.740 -1.755 -2.157 -0.257
O -3.707 -0.500 -2.827 -0.060
O -4.559 -3.406 -0.776 -0.076
H -5.727 -1.787 -1.469 0.132
H -4.569 -1.447 -0.167 0.108
H -3.961 -2.470 -2.949 0.113
H -2.771 -2.132 -1.827 0.105
H -3.319 -0.652 -3.692 0.074
H -3.654 -3.718 -0.696 0.027
C -3.974 2.497 0.271 -0.174
C -5.011 2.168 -0.846 -0.258
O -6.267 2.162 -0.274 -0.061
O -3.650 3.944 0.243 -0.094
H -3.061 1.922 0.112 0.089
H -4.339 2.135 1.232 0.106
H -4.888 1.115 -1.101 0.097
H -4.940 2.879 -1.669 0.114
H -6.392 3.034 0.108 0.092
H -2.716 4.078 0.064 0.008
C 0.777 -5.693 3.976 -0.226
C 1.658 -4.973 2.915 -0.250
O 2.332 -5.858 2.066 -0.049
O -0.394 -6.202 3.383 -0.070
H 0.346 -4.982 4.681 0.110
H 1.339 -6.473 4.489 0.121
H 2.336 -4.322 3.467 0.111
H 0.980 -4.352 2.329 0.106
H 2.876 -6.458 2.581 0.098
H -0.903 -6.128 4.194 0.086
C -0.342 5.263 0.088 -0.156
C 1.181 4.949 0.399 -0.217
O 1.843 4.288 -0.623 -0.072
O -0.967 4.046 -0.300 -0.097
H -0.474 5.998 -0.706 0.125
H -0.760 5.655 1.015 0.120
H 1.275 4.315 1.281 0.103
H 1.744 5.825 0.723 0.123
H 2.769 4.525 -0.537 0.098
H -0.553 3.711 -1.098 0.051
C 3.722 0.626 -1.738 -0.276
C 4.434 1.346 -0.573 -0.216
O 5.175 0.458 0.230 -0.065
O 4.514 0.324 -2.811 -0.051
H 2.817 1.020 -2.200 0.116
H 3.365 -0.297 -1.279 0.119
H 3.638 1.699 0.083 0.106
H 4.988 2.221 -0.912 0.118
H 5.882 -0.001 -0.230 0.108
H 4.244 -0.550 -3.100 0.094
C -1.728 2.144 -3.172 -0.243
C -2.683 2.899 -4.025 -0.212
O -2.458 2.641 -5.423 -0.068
O -0.521 2.857 -2.903 -0.045
H -1.639 1.126 -3.553 0.097
H -2.272 1.908 -2.258 0.101
H -2.685 3.989 -3.999 0.138
H -3.694 2.596 -3.749 0.106
H -2.492 1.703 -5.626 0.064
H -0.083 2.729 -3.748 0.057
C 3.934 5.137 -4.853 -0.254
C 3.753 5.093 -3.362 -0.230
O 2.341 5.273 -3.176 -0.076
O 3.648 6.461 -5.270 -0.059
H 3.283 4.463 -5.409 0.095
H 4.981 4.923 -5.066 0.120
H 4.321 5.927 -2.951 0.119
H 4.022 4.143 -2.900 0.111
H 2.137 4.812 -2.359 0.021
H 2.769 6.720 -4.984 0.082
O -1.634 -3.752 -3.990 -0.028
H -1.821 -4.325 -3.247 0.041
H -2.454 -3.724 -4.484 0.070
O 1.380 -3.181 -1.552 -0.069
H 1.041 -2.704 -0.794 0.024
H 1.020 -2.717 -2.308 0.014
O 3.412 0.521 5.068 -0.079
H 3.863 0.619 4.229 -0.046
H 3.438 1.395 5.458 0.016
O 0.235 -1.843 -3.753 -0.043
H -0.192 -1.045 -4.065 0.024
H -0.430 -2.525 -3.853 -0.018
O 4.715 1.194 2.949 -0.046
H 4.866 2.128 2.802 0.035
H 4.681 0.816 2.070 0.015
O 3.931 -3.970 -1.762 -0.073
H 4.235 -3.464 -1.009 -0.032
H 2.976 -3.933 -1.707 -0.035
O 1.201 -4.605 -3.865 -0.035
H 1.384 -4.316 -2.971 -0.017
H 0.475 -4.052 -4.152 -0.018
O 4.374 -3.191 0.760 -0.034
H 3.690 -3.831 0.958 0.030
H 5.058 -3.362 1.408 0.057
```

No. 2
ORCA calculation (the ωB97M-V functional and the def2-TZVPD basis) on a molecular structure, C23H9BrCl3MnN4O8 in a non-equilibrium geometry.

Its multiplicity is 5. The strongest force on any atom is 2.7 eV Å⁻¹. The value obtained for the orbital gap (alpha / beta) is 6.95 / 7.14 eV. Its total charge is -2. Its LUMO energy (alpha / beta) is 3.29 / 3.49 eV. The calculation puts the energy above the lowest of the compared OMol25 structures with the same formula, charge and spin at 0.00 kJ/mol.

```
49
Properties=species:S:1:pos:R:3:lowdin_spin:R:1
Mn 13.801 9.463 8.068 3.800
O 20.671 8.325 6.741 0.000
C 20.192 9.455 6.812 0.000
O 20.694 10.557 6.714 0.000
C 18.660 9.554 6.992 0.001
C 17.979 10.771 6.841 0.002
C 16.642 10.866 7.129 0.008
N 15.940 9.872 7.648 0.059
C 16.572 8.708 7.823 0.005
C 17.894 8.491 7.458 0.000
C 15.760 7.552 8.412 0.007
O 16.259 6.478 8.709 0.009
O 14.518 7.797 8.527 0.013
H 18.494 11.607 6.494 0.000
H 16.140 11.811 6.930 0.001
H 18.300 7.496 7.634 0.000
Cl 9.778 15.878 7.062 0.000
C 10.624 14.337 7.224 0.001
C 11.827 14.067 6.581 0.000
C 12.426 12.806 6.755 0.003
Cl 13.857 12.449 5.835 0.002
C 11.865 11.790 7.545 0.008
O 12.286 10.552 7.700 0.034
C 10.631 12.130 8.137 0.001
Cl 9.816 10.828 8.974 0.001
C 10.013 13.361 8.002 0.000
H 12.341 14.773 5.963 0.000
H 9.032 13.504 8.398 0.000
Br 7.193 7.249 5.254 0.000
C 8.878 7.322 6.194 0.001
C 8.983 6.611 7.363 0.000
C 10.185 6.616 8.045 0.001
C 11.296 7.241 7.543 0.003
C 11.201 7.941 6.311 0.003
C 9.968 8.003 5.706 0.000
C 12.303 8.765 5.647 0.007
O 12.063 9.302 4.585 -0.002
O 13.445 8.853 6.283 0.016
H 8.131 6.053 7.688 0.000
H 10.317 6.151 9.005 0.000
H 12.257 7.131 8.079 0.002
H 9.912 8.572 4.797 0.000
O 14.020 10.041 9.957 -0.010
N 13.693 11.221 10.399 -0.007
C 13.925 11.520 11.671 0.014
C 14.547 10.532 12.585 0.002
N 15.020 9.724 13.250 0.005
C 13.554 12.840 12.157 0.002
N 13.260 13.889 12.561 0.007
```

> What is the strongest force on any atom in the second record?

2.7 eV Å⁻¹